DFT (wB97M-V/def2-TZVPD) results for a cluster of 2 separate species, C17H36NO2P in total.

HOMO-LUMO gap (alpha / beta)	5.20 / 5.17	eV
HOMO level (alpha / beta)	-0.0954 / -0.0954	hartree
E	-1215.84137	hartree

Geometry as ORCA input:
```
! RIJCOSX wB97M-V def2-TZVPD def2/J DEFGRID3
* xyz -1 2
C 2.041 -1.428 0.948
C 2.604 0.002 0.979
P 1.631 1.344 0.178
C 1.909 1.190 -1.647
C 2.399 2.531 -2.209
C -0.190 1.048 0.508
C -0.411 0.939 2.027
C 0.190 2.043 2.891
C -0.698 -0.201 -0.224
C -2.223 -0.433 -0.205
C -2.624 -1.241 1.052
C -2.610 -1.284 -1.410
N -2.957 0.856 -0.143
O -4.206 0.775 -0.409
C -2.294 2.056 -0.695
C -2.186 1.995 -2.221
C -3.181 3.267 -0.347
C -0.909 2.297 -0.051
H 1.235 -1.563 1.660
H 2.820 -2.138 1.218
H 1.705 -1.712 -0.043
H 3.574 0.003 0.481
H 2.785 0.301 2.011
H 1.027 0.865 -2.197
H 2.695 0.449 -1.793
H 2.578 2.462 -3.281
H 1.667 3.306 -1.991
H 3.318 2.816 -1.703
H -0.091 -0.038 2.383
H -1.491 0.970 2.187
H 1.256 2.180 2.733
H -0.315 2.995 2.746
H 0.051 1.772 3.938
H -0.385 -0.140 -1.265
H -0.243 -1.102 0.168
H -3.588 -1.715 0.866
H -1.899 -2.021 1.260
H -2.756 -0.589 1.909
H -3.685 -1.365 -1.527
H -2.220 -2.285 -1.228
H -2.134 -0.940 -2.326
H -1.549 1.181 -2.558
H -3.169 1.951 -2.681
H -1.710 2.919 -2.550
H -3.562 3.124 0.663
H -4.036 3.311 -1.014
H -2.596 4.181 -0.374
H -0.287 2.746 -0.823
H -1.015 3.038 0.736
C 3.755 -5.250 -0.100
C 2.656 -4.924 0.941
O 1.525 -4.468 0.391
H 4.013 -4.355 -0.674
H 4.675 -5.622 0.383
H 3.403 -6.017 -0.795
H 3.157 -4.218 1.674
H 2.548 -5.863 1.554
*
```